68
Properties=species:S:1:pos:R:3:forces:R:3 method="wB97M-V/def2-TZVPD" multiplicity=1 de_lowest_kj_mol=513.17 e_tot_ev=-35597.5489
N 21.6610 10.6190 1.3920 -0.270 -3.520 1.510
C 21.9730 11.9100 1.4750 2.491 1.794 3.237
N 21.3940 12.6210 0.5450 -0.397 1.174 -0.895
O 22.8560 12.3900 2.3990 -4.118 -2.633 -4.579
H 21.9230 10.0970 2.2530 -0.122 0.245 -0.445
H 20.8620 10.1550 0.9040 0.947 1.485 0.448
H 21.5630 13.6150 0.5490 -0.519 0.254 -0.499
H 20.7960 12.2010 -0.1770 0.566 0.469 0.836
C 23.4490 16.5900 0.4080 -0.609 1.572 0.388
C 22.5910 15.4500 0.8010 5.659 1.535 7.263
C 22.0610 15.6430 2.2450 2.585 1.557 0.318
O 21.5420 15.2790 0.1440 -6.926 -0.680 -8.122
H 24.3260 16.5840 1.0270 0.626 0.106 -0.014
H 22.9690 17.6050 0.4630 0.086 -0.976 0.297
H 23.6530 16.4330 -0.6050 1.088 -0.040 -1.738
H 23.1850 14.5290 0.7890 0.779 0.040 0.286
H 22.8930 15.8440 2.9590 -0.418 -0.521 -0.471
H 21.6300 14.7300 2.4880 -1.212 -1.386 1.025
H 21.4180 16.5190 2.3660 -0.333 -0.319 -0.511
H 21.8090 15.2710 -0.8270 -0.883 -0.034 1.278
C 24.2600 9.8240 4.3320 2.402 0.325 1.656
C 22.8480 9.5340 4.7720 4.496 3.909 6.301
C 22.1700 10.7740 5.4040 0.411 -0.249 1.571
O 22.1840 9.2680 3.7540 -6.250 -4.495 -8.655
H 24.7940 10.1200 5.2880 0.032 -0.366 -1.180
H 24.4030 10.6620 3.6090 -0.658 -0.573 0.517
H 24.7660 8.9260 3.8930 -0.420 0.645 0.415
H 22.8100 8.6530 5.3810 0.475 -0.190 1.573
H 22.1800 11.5740 4.6560 -0.250 -0.131 0.133
H 22.6970 11.1600 6.3180 -0.311 -0.427 -0.861
H 21.1450 10.4980 5.7430 0.549 0.326 -0.499
H 22.2800 8.2990 3.6320 -0.449 0.929 -0.749
C 27.4470 8.4900 1.0690 1.749 -0.535 1.779
O 26.3720 8.7140 1.9340 -1.106 0.369 -0.293
H 28.3930 8.3370 1.7100 -1.432 -0.260 -0.985
H 27.6540 9.3800 0.5450 0.312 1.077 -1.147
H 27.2650 7.6630 0.3900 0.209 -0.265 -0.128
H 25.6980 9.1830 1.3870 0.302 -0.249 0.918
C 23.3000 11.4320 -2.2120 0.361 -0.069 -0.272
O 23.2830 10.2900 -3.0460 0.794 -0.681 0.097
H 22.5750 11.2740 -1.3890 0.495 0.605 -0.249
H 23.1200 12.2960 -2.8460 -0.576 0.454 0.378
H 24.3290 11.5870 -1.8470 -0.599 -0.468 0.205
H 22.4270 10.2120 -3.4490 -0.504 0.007 -0.271
C 25.9560 12.6160 1.3430 0.634 0.075 1.475
O 24.9150 12.5850 0.4130 -0.651 -0.065 -0.766
H 25.7370 13.2510 2.2290 -0.069 -0.026 -0.574
H 26.8780 13.0090 0.8780 -0.536 -0.258 -0.001
H 26.1530 11.6220 1.7710 0.125 0.013 -0.340
H 24.1320 12.1260 0.7830 0.979 0.572 0.094
C 25.4090 14.1380 -2.8600 1.007 -0.187 -0.964
O 24.6100 14.3650 -1.7480 -0.693 0.847 -0.098
H 26.2650 13.5090 -2.5950 -0.058 -0.183 -0.114
H 25.8760 15.0620 -3.2570 -0.573 -0.190 0.251
H 24.8570 13.6410 -3.6810 0.181 0.208 0.245
H 24.8240 13.7170 -1.0810 0.000 -0.467 0.802
C 24.8910 13.2930 5.1940 -0.446 -0.145 -0.554
O 24.0610 13.8350 4.1970 -0.483 0.468 -0.499
H 24.3450 12.7640 5.9570 -0.540 -0.788 0.137
H 25.3450 14.0730 5.7970 0.505 0.438 -0.563
H 25.5890 12.6320 4.6980 0.706 -0.196 0.464
H 23.7820 13.2160 3.4650 0.475 0.597 1.410
C 23.8880 8.4180 0.0880 -1.479 0.423 -1.755
O 24.1140 9.7390 0.5370 0.921 -0.486 0.476
H 24.7140 8.0190 -0.4710 0.856 -0.028 0.261
H 23.1480 8.5560 -0.7180 -0.226 -0.681 0.196
H 23.5260 7.6820 0.8090 0.159 0.259 0.339
H 23.2310 10.1070 0.6890 0.147 -0.009 0.211

71
Properties=species:S:1:pos:R:3:forces:R:3 method="wB97M-V/def2-TZVPD" multiplicity=1 e_tot_ev=-40626.4739
C 0.8833 -8.5110 3.9557 -0.086 -0.241 0.669
O 0.6232 -7.5218 4.9340 0.506 -1.061 -0.156
C 0.9815 -6.2349 4.6045 0.516 1.839 0.201
C 2.5133 -5.8145 4.6491 -1.772 -0.869 1.679
N 2.6359 -4.3796 4.4148 1.664 -0.670 -0.526
C 4.0785 -4.0266 4.3768 -0.554 1.566 -0.835
C 4.1642 -2.5441 3.9383 0.057 -0.826 -0.837
O 3.7807 -2.3823 2.5648 0.442 0.001 1.362
C 3.3959 -1.0594 2.1969 0.272 -1.043 -0.404
H 0.3161 -8.3170 3.0454 -0.067 -0.093 -0.104
H 0.5778 -9.4323 4.4517 -0.197 -0.123 -0.420
H 1.9390 -8.6392 3.7165 0.192 0.308 -0.063
H 0.4072 -5.6675 5.3369 0.455 0.511 0.320
H 0.5398 -5.8706 3.6771 0.176 -0.363 -0.666
H 3.1389 -6.5145 4.0953 -0.038 0.665 -0.896
H 2.8732 -5.9751 5.6653 -0.130 -0.522 0.469
H 2.3110 -3.9214 5.2542 -0.488 0.032 0.060
H 4.6457 -4.7077 3.7425 -0.292 0.195 -0.459
H 4.6282 -4.0480 5.3178 -0.322 -0.288 0.654
H 5.1840 -2.1915 4.0922 0.245 0.161 -0.078
H 3.5206 -1.9570 4.5934 -0.255 0.093 0.099
H 2.3067 -1.0433 2.1594 -0.082 0.325 -0.162
H 3.8484 -0.9689 1.2094 -0.436 0.555 -0.115
H 3.7566 -0.2575 2.8410 0.184 -0.145 0.226
C -3.1807 8.7687 -2.9471 -0.010 -0.024 0.114
O -3.7623 7.7264 -2.2471 -0.566 -0.184 1.832
C -4.3470 6.7255 -3.0055 -0.965 -0.444 -0.507
C -3.3322 5.6840 -3.4546 0.633 1.257 0.101
N -2.4662 5.3887 -2.3085 -0.276 -0.571 -0.154
C -3.0657 4.4552 -1.3687 0.622 -0.887 0.176
C -2.2617 4.4457 -0.0557 0.078 -0.898 0.438
O -1.0079 3.7861 -0.0667 1.010 -0.589 -0.933
C -1.0726 2.3606 -0.3231 -1.173 0.695 0.697
H -3.9434 9.2497 -3.5595 0.205 0.102 -0.531
H -2.3570 8.3157 -3.4989 0.319 0.866 -0.461
H -2.8755 9.4890 -2.1880 0.413 -0.010 -0.261
H -4.8727 7.1914 -3.8390 -0.181 -0.144 -0.353
H -5.0922 6.2487 -2.3689 -0.091 0.038 0.066
H -2.7007 6.1548 -4.2080 0.142 -0.049 -0.227
H -3.8183 4.8530 -3.9658 0.090 -0.352 0.504
H -2.3744 6.2627 -1.8108 0.256 0.296 -0.101
H -3.0369 3.5121 -1.9145 -0.112 -0.411 0.464
H -4.1121 4.6187 -1.1109 -0.295 0.391 0.022
H -2.6942 3.9868 0.8334 -1.411 -0.095 -0.300
H -2.1445 5.4842 0.2539 0.610 0.142 -0.179
H -0.0836 1.9028 -0.3051 -0.004 0.483 -0.582
H -1.7148 2.1384 -1.1753 0.775 0.056 -0.654
H -1.6276 1.8069 0.4343 -0.072 0.339 0.813
N -2.0006 2.1027 -4.1803 -2.027 3.492 -1.650
C -1.6694 0.9169 -3.7538 0.370 0.473 0.032
N -0.4710 0.8396 -3.3065 3.958 0.191 1.237
O -2.3313 -0.0606 -3.7190 -4.001 -3.579 -0.566
H -2.8497 2.2004 -4.7185 0.227 0.129 0.246
H -1.3446 2.8698 -4.1451 -0.378 -0.107 -0.153
H -0.2829 -0.1276 -3.0845 1.253 0.373 0.561
H 0.0998 1.6726 -3.3226 0.624 -0.916 0.378
O -1.2559 -0.7310 0.8522 0.254 0.069 -0.157
H -1.9913 -1.2887 0.5985 -0.208 -0.151 -0.106
H -1.3099 -0.6820 1.8066 0.018 0.031 0.304
O 3.5614 -1.7674 -2.0361 0.500 -0.146 -0.507
H 2.8703 -1.4720 -1.4434 -0.475 0.440 0.642
H 4.2763 -1.1455 -1.9002 0.216 -0.016 -0.059
O -0.2146 -2.0479 -2.4977 0.036 -0.143 -0.069
H -1.0997 -2.1316 -2.1431 -0.397 0.106 0.030
H -0.2663 -2.4434 -3.3678 0.073 -0.167 -0.279
O 1.4131 -0.9299 -0.7167 0.447 0.475 0.396
H 0.8636 -0.8169 0.0589 -0.183 0.019 0.302
H 0.8985 -1.4925 -1.2954 -0.418 -0.259 -0.440
O 2.7373 -4.3499 -2.5907 -0.352 -0.730 -0.037
H 2.8154 -3.4649 -2.2345 0.456 0.389 0.068
H 2.4461 -4.2205 -3.4933 0.021 0.012 -0.176

72
Properties=species:S:1:pos:R:3:forces:R:3 method="wB97M-V/def2-TZVPD" multiplicity=1 de_lowest_kj_mol=493.33 e_tot_ev=-41560.4329
N -3.4380 -0.6630 -1.4458 0.221 -1.433 1.544
C -3.8140 -1.7127 -0.6096 2.693 2.077 -0.339
N -5.0633 -2.0504 -0.8057 -2.085 -0.778 -0.019
O -3.0641 -2.2333 0.2280 -0.391 0.141 -0.793
H -4.1470 -0.2128 -2.0067 0.816 0.124 -0.109
H -2.4858 -0.3583 -1.3022 -0.169 0.690 -0.564
H -5.6001 -1.2397 -1.0790 -0.869 -0.865 0.097
H -5.3893 -2.8014 -0.2143 -0.563 0.470 -0.048
N -0.7424 -3.4626 -0.9084 2.632 5.728 -0.376
C -1.0983 -4.6664 -1.0210 1.636 -3.998 -0.679
N -2.2566 -4.8339 -0.5245 -5.470 -1.863 1.669
O -0.4684 -5.6499 -1.3655 2.007 -1.024 -1.169
H 0.1005 -3.1091 -1.3383 0.049 0.412 -0.091
H -1.4608 -2.8792 -0.5039 0.673 0.811 -0.081
H -2.4798 -5.8179 -0.4790 -0.885 0.475 0.124
H -2.8382 -4.0172 -0.4020 -0.556 -0.837 0.537
N 3.6190 -3.9036 -1.2941 5.282 -1.528 -1.158
C 2.5095 -3.4648 -0.8277 -1.197 2.104 -3.506
N 1.9741 -4.2503 0.0100 -3.484 -2.161 4.870
O 1.9968 -2.5149 -1.4141 -1.560 1.548 0.444
H 4.1928 -4.3619 -0.6007 0.604 -0.077 -0.782
H 3.9886 -3.3935 -2.0836 0.387 -0.121 0.484
H 2.2797 -5.1850 0.2402 0.094 0.363 -0.455
H 1.0087 -4.0521 0.2310 0.057 -0.149 0.211
C 0.5649 2.0067 -4.9875 1.409 -0.194 -0.966
C -0.4636 1.0089 -4.5683 0.417 -1.602 2.002
C 0.1319 -0.3424 -3.9032 0.261 1.631 -1.283
O -1.2897 1.5869 -3.5438 -0.625 0.219 -0.687
H 0.1116 2.7886 -5.5968 0.000 0.415 0.597
H 1.2979 1.5717 -5.6669 -0.150 -0.511 -0.387
H 1.2578 2.3441 -4.2166 -0.595 0.446 0.422
H -1.0536 0.8105 -5.4630 -0.422 -0.291 0.353
H 1.1430 -0.4488 -4.2963 -0.035 -0.526 -0.149
H -0.4654 -1.2395 -4.0661 0.007 0.179 -0.135
H 0.2663 -0.2147 -2.8291 -0.204 0.071 -0.062
H -0.8044 1.4678 -2.7241 -0.177 -0.041 0.134
C 2.4929 1.6716 3.5577 0.317 -0.652 0.047
C 3.9485 2.1354 3.4092 -0.754 -1.402 -1.069
C 4.9333 1.0396 3.0859 0.948 0.075 0.632
O 4.0753 2.9589 2.2668 -0.474 0.984 0.234
H 2.4809 0.8729 4.2993 -0.311 0.408 0.608
H 2.0487 1.1550 2.7068 0.490 0.207 -0.611
H 1.8249 2.5055 3.7733 -0.006 -0.044 0.485
H 4.2348 2.6133 4.3462 0.152 0.378 0.000
H 5.8748 1.5735 2.9572 0.243 -0.106 -0.019
H 4.7710 0.5373 2.1322 -0.479 -0.081 0.212
H 5.0985 0.3515 3.9150 -0.217 -0.239 -0.112
H 3.2506 3.4498 2.2468 0.070 0.461 -0.430
C 0.3749 3.6691 -1.3435 2.507 1.666 0.174
O 1.1980 4.9256 -1.0800 -1.560 -1.334 -0.687
H -0.7093 3.7400 -1.4304 0.123 0.481 0.450
H 0.7771 3.3778 -2.3138 -0.186 -0.203 0.127
H 0.7505 2.9966 -0.5723 -0.598 -0.427 -0.101
H 0.9585 5.2975 -0.2280 -0.339 -0.116 0.117
C -2.9511 -0.3695 4.4573 0.367 -0.618 0.706
O -3.0051 -0.9837 3.1523 -0.103 1.009 1.030
H -3.6391 0.4324 4.7252 -0.585 -0.086 -0.783
H -3.1100 -1.1523 5.1990 -0.161 -0.154 -0.122
H -1.9881 0.0555 4.7405 0.482 -0.082 -0.638
H -3.4402 -0.3629 2.5633 0.023 -0.053 -0.183
C -0.5282 -0.3516 0.4475 1.650 1.441 2.474
O -0.6093 0.4679 -0.7064 -0.741 -0.772 -0.940
H 0.1472 -1.2069 0.4599 -0.427 -0.425 -1.010
H 0.0305 0.3405 1.0775 0.089 -0.215 1.124
H -1.4250 -0.5378 1.0385 -0.384 -0.095 -0.999
H 0.2972 0.7664 -0.8106 0.002 0.118 -0.349
C -0.9330 3.5933 2.2173 1.132 -0.859 0.801
O -1.3502 4.7592 1.5973 -0.338 0.803 -0.378
H -0.3638 3.7679 3.1303 0.002 0.350 0.311
H -1.7260 2.9056 2.5110 -0.250 -0.096 -0.386
H -0.1914 3.1098 1.5814 -0.390 -0.281 -0.298
H -1.6190 5.3899 2.2693 -0.099 0.052 -0.066

Result set for E_HOMO: -9.186, -8.952, -8.809 eV, one per record in the order listed.
Result set for Kohn-Sham gap: 9.19, 9.11, 9.06 eV, one per record in the order listed.
Result set for max |F|: 11.6, 5.4, 6.4 eV/Å, one per record in the order listed.